ORCA calculation (wB97M-V/def2-TZVPD) on 10 unconnected molecules or ions with the total composition C51H129N7O17.

Structure (XYZ):
```
204
Properties=species:S:1:pos:R:3:forces:R:3
C 7.413405 -1.053143 -2.625892 0.12 -0.33 -1.88
C 8.627185 -1.616913 -3.415402 -2.68 0.12 -0.38
C 8.856105 -1.013253 -4.838112 -0.30 0.08 1.49
O 9.664685 -1.531633 -2.530552 2.23 -0.37 0.37
H 6.555925 -1.170013 -3.288592 -0.35 0.49 0.13
H 7.654565 -0.005183 -2.447792 -0.51 0.16 0.38
H 7.189395 -1.632213 -1.730012 0.39 0.20 0.08
H 8.339715 -2.652433 -3.597522 0.62 -0.41 0.18
H 7.890475 -0.949903 -5.339772 0.09 -0.36 -0.26
H 9.574515 -1.648373 -5.356392 -0.10 0.26 -0.21
H 9.203535 0.017597 -4.769292 0.33 0.02 0.01
H 9.640845 -0.648603 -2.154652 0.18 0.08 0.12
C -6.899405 -2.433523 -5.170582 -0.69 0.16 1.26
C -6.610605 -1.711443 -3.860652 2.15 0.31 0.52
C -5.607905 -2.326113 -2.878582 -1.20 -1.30 0.90
O -5.890365 -0.526663 -4.094442 -0.44 2.03 -1.30
H -7.614505 -1.870073 -5.769972 -0.12 0.11 0.05
H -7.422505 -3.295843 -4.757222 0.14 -0.73 -0.93
H -6.026875 -2.606853 -5.800452 0.03 -0.42 0.42
H -7.512085 -1.395443 -3.335702 -0.41 -0.59 0.01
H -5.557605 -1.719293 -1.974502 -0.11 0.35 -0.12
H -4.579695 -2.398993 -3.232962 -0.47 -0.17 -0.31
H -5.996795 -3.274483 -2.507852 0.37 -0.44 -0.21
H -6.480945 0.012507 -4.625562 0.23 0.62 -0.22
C -0.919945 -0.543383 -4.657272 -0.37 -0.02 0.59
C -2.457505 -0.745173 -4.877552 2.16 0.15 -0.93
C -2.813805 -2.214153 -4.986982 -0.33 0.29 0.09
O -3.244165 -0.070083 -3.941512 1.03 0.34 0.75
H -0.597965 -0.989873 -3.716492 -0.08 -0.11 0.19
H -0.546175 0.480377 -4.639882 -0.60 0.30 0.09
H -0.309905 -1.002683 -5.435092 -0.40 -0.35 -0.21
H -2.622265 -0.325863 -5.870092 -0.28 0.19 -0.30
H -2.245285 -2.737813 -5.755532 -0.13 0.16 -0.16
H -3.873025 -2.140583 -5.233472 -0.06 -0.85 -0.18
H -2.689875 -2.770013 -4.057602 0.02 0.13 0.15
H -4.173955 -0.147063 -4.167722 -0.40 -0.23 -0.07
C -10.234505 -7.262423 -0.978482 0.96 -0.25 -1.69
O -9.083665 -7.448903 -1.869682 -0.79 0.51 0.20
C -8.875415 -6.404343 -2.842682 1.02 0.02 1.04
C -7.423835 -6.482843 -3.317912 0.41 -0.36 1.31
N -6.371615 -5.987943 -2.363782 -1.33 -0.37 -0.27
C -6.213075 -6.625263 -1.035362 1.03 1.73 0.03
C -5.336425 -5.551153 -0.247202 -0.03 -0.74 -0.07
O -3.933265 -5.733633 -0.531022 -0.55 0.58 0.38
C -3.093125 -4.921423 0.289158 0.42 -0.24 -0.01
H -10.533085 -8.266093 -0.675862 0.15 0.18 0.30
H -11.051715 -6.842983 -1.565282 -0.16 0.17 0.15
H -9.975565 -6.607343 -0.146662 -0.04 -0.08 0.08
H -9.022495 -5.422773 -2.392132 -0.35 0.17 0.11
H -9.500305 -6.524303 -3.727682 -0.37 -0.10 0.09
H -7.342475 -5.873713 -4.218152 0.16 -0.27 -0.13
H -7.311445 -7.551973 -3.497962 0.36 -0.19 -0.62
H -5.454165 -6.148003 -2.754642 -0.05 0.33 -0.70
H -5.648945 -7.551103 -1.148012 0.13 -0.18 0.36
H -7.154745 -6.872683 -0.545322 0.06 0.41 -0.08
H -5.522085 -5.553543 0.826858 0.16 -0.54 0.34
H -5.589835 -4.533263 -0.543472 -0.37 -0.05 -0.39
H -3.219205 -3.840203 0.345558 -0.97 0.28 -0.68
H -2.079345 -5.001963 -0.103102 -0.02 -0.49 0.18
H -3.145605 -5.217603 1.336838 0.14 -0.46 0.09
C 3.921945 -1.290603 8.969448 0.24 -0.14 -0.03
O 4.320795 -0.436083 7.914738 0.94 0.14 0.35
C 5.544845 0.260817 8.181728 1.02 -0.44 -0.19
C 6.026975 1.057747 6.959268 -3.34 0.67 -0.07
N 4.816085 1.929407 6.629468 1.83 0.78 0.54
C 4.844945 2.641547 5.368898 -0.69 -0.39 0.25
C 4.632835 1.844637 4.079648 -0.27 0.33 0.90
O 3.328805 1.201987 4.071438 2.18 0.73 0.19
C 2.937895 0.707897 2.797048 -1.12 -0.02 1.59
H 2.921135 -1.679873 8.782538 0.03 0.24 -0.23
H 3.920255 -0.790383 9.937888 -0.03 0.28 0.10
H 4.593375 -2.145383 9.050968 0.18 -0.14 -0.02
H 6.422925 -0.282533 8.530808 -0.03 -1.78 -0.62
H 5.510455 0.808557 9.123478 -1.03 1.24 -0.28
H 6.242095 0.525047 6.032968 0.16 -0.98 0.37
H 6.968265 1.535387 7.231198 -0.33 0.79 0.10
H 3.944405 1.458837 6.826508 0.27 -0.25 -0.23
H 5.747645 3.248527 5.299588 0.33 -0.40 -0.19
H 4.068595 3.402927 5.293458 -0.43 0.00 0.68
H 5.466995 1.156397 3.943238 -0.17 -0.40 -0.40
H 4.724905 2.701627 3.412418 -0.30 -0.46 -1.18
H 2.814785 1.564757 2.134678 0.20 -0.53 -0.58
H 1.971335 0.277577 3.059128 -0.40 0.27 -0.60
H 3.480625 -0.178953 2.469888 0.78 0.43 -0.43
C 0.512885 -3.583713 -1.090472 0.24 -0.01 0.29
O 1.864455 -3.424053 -0.524822 -2.84 -0.24 -1.95
C 1.902875 -3.459413 0.888608 2.53 0.11 -0.51
C 2.291755 -4.891203 1.287848 -3.06 0.12 0.83
N 3.147685 -5.568813 0.385238 1.18 -0.10 0.30
C 4.509985 -5.094363 0.576608 0.64 -1.25 -1.96
C 5.393865 -5.734643 -0.588432 -1.92 1.22 1.43
O 6.524325 -4.967383 -0.603222 3.07 -0.63 -0.60
C 7.443375 -5.308803 -1.677262 -0.98 1.78 -0.48
H 0.444875 -3.803893 -2.155832 1.18 0.67 -0.33
H -0.067115 -2.685313 -0.879292 -0.09 -0.07 0.08
H -0.056555 -4.461223 -0.784182 0.31 -0.12 1.16
H 1.058385 -3.020553 1.419968 -0.17 -0.15 -0.19
H 2.797875 -2.846953 0.997988 -0.14 0.49 0.91
H 1.333535 -5.404873 1.209978 -0.25 -0.43 0.46
H 2.582565 -4.914593 2.338078 0.31 -0.18 -0.06
H 2.894115 -5.159803 -0.502742 -0.23 -0.37 -0.51
H 4.916985 -5.377763 1.547248 -0.10 0.10 0.02
H 4.489375 -4.014383 0.430648 0.78 0.20 0.19
H 4.867005 -5.562353 -1.526962 -0.44 -0.34 -0.30
H 5.566365 -6.800893 -0.441952 0.04 -0.13 0.10
H 8.389005 -4.797713 -1.496512 0.01 -0.41 0.28
H 7.026985 -4.823253 -2.559852 -0.05 0.34 -0.36
H 7.554015 -6.321183 -2.065772 -0.04 -0.56 1.19
C -6.147345 0.840067 -1.092942 0.58 0.43 0.44
O -6.409675 2.253767 -1.066932 -0.61 -0.44 0.28
C -7.612075 2.530627 -0.306832 0.21 -0.98 -0.33
C -8.062955 3.941567 -0.540072 -1.59 1.04 -0.66
N -9.390815 4.401467 0.075968 1.78 -1.69 1.66
C -9.410605 4.296837 1.570428 0.17 0.41 1.08
C -10.295665 5.337377 2.182078 -1.56 1.30 -1.05
O -9.844675 6.662657 1.859378 1.11 0.73 1.55
C -8.955105 7.305457 2.850228 -0.53 -0.64 -0.84
H -5.738005 0.506007 -0.139552 -0.08 0.10 0.40
H -5.375255 0.595087 -1.822292 -0.20 0.46 -0.23
H -7.019245 0.213197 -1.279862 -0.35 0.26 -0.25
H -7.470395 2.279927 0.744438 0.23 0.11 0.27
H -8.355045 1.830757 -0.689282 -0.45 0.05 0.11
H -8.327305 4.003587 -1.595712 0.48 0.06 -0.23
H -7.264335 4.660947 -0.358972 0.19 -0.03 0.30
H -9.430835 5.385747 -0.146992 -0.14 0.20 0.13
H -8.505715 4.438347 2.161398 1.25 0.29 -0.86
H -9.704705 3.371307 2.065398 -0.56 -0.73 -1.12
H -10.615985 5.240437 3.219428 0.94 -0.23 0.43
H -11.273845 5.290027 1.703518 -0.15 -0.02 -0.45
H -9.441985 7.530167 3.799198 -0.50 -0.04 -0.11
H -8.590635 8.237277 2.417828 -0.25 -0.11 -0.16
H -8.075515 6.717557 3.112518 0.03 -0.40 -0.30
C -2.816255 -0.842743 -0.535632 0.47 0.52 0.98
O -1.911815 -1.138943 0.604238 -0.49 0.98 -2.05
C -1.505575 0.087327 1.286418 -0.15 -1.28 0.32
C -0.771915 1.230117 0.615828 -0.19 0.56 0.54
N 0.664065 1.098717 0.412108 -0.45 -1.74 -1.66
C 0.864485 0.261627 -0.838062 0.24 1.07 0.56
C 2.251625 -0.220623 -1.016112 2.53 0.33 0.74
O 3.116745 0.915537 -1.346032 -1.93 0.47 -0.76
C 4.479105 0.748587 -1.494822 0.98 -0.57 1.34
H -2.491265 0.023157 -1.112432 0.36 -0.06 -0.02
H -3.812745 -0.570573 -0.187722 -0.08 -0.11 0.43
H -2.955855 -1.649583 -1.255072 0.55 -0.42 0.44
H -0.838955 -0.271673 2.070538 -0.02 -0.10 0.11
H -2.401305 0.477237 1.769878 -0.12 0.28 -0.06
H -0.893585 1.999167 1.378628 -0.07 0.26 0.02
H -1.299115 1.607207 -0.260512 -0.15 -0.04 -0.35
H 0.999085 2.030467 0.212818 0.26 0.18 -0.11
H 0.732425 0.830397 -1.758472 -0.79 0.39 -0.12
H 0.175185 -0.582753 -0.837292 0.00 0.10 0.18
H 2.318985 -1.015523 -1.758882 0.04 0.05 -0.22
H 2.681595 -0.575183 -0.079352 -0.20 -0.54 0.21
H 4.886425 0.277727 -0.600122 0.12 -0.66 0.28
H 5.014485 1.696217 -1.436002 -0.46 0.39 -0.59
H 4.840195 0.164377 -2.341232 -0.39 0.00 -0.36
C 7.407805 2.897067 -3.175162 -0.09 -0.24 -0.35
O 7.260515 2.962627 -1.765882 0.53 1.29 -0.63
C 7.622095 4.304677 -1.374692 1.28 -1.13 1.41
C 7.641015 4.386197 0.179788 -0.70 0.79 -2.58
N 8.468105 3.385237 0.824438 -0.97 0.10 0.26
C 7.930275 3.013857 2.148698 1.13 0.77 -0.48
C 8.712445 3.767037 3.192618 0.50 -0.05 2.41
O 8.000415 3.581197 4.418088 -1.47 -0.30 1.28
C 8.571575 3.903297 5.707878 0.92 0.53 -1.93
H 8.419835 3.036397 -3.555272 0.59 -0.21 0.55
H 6.896155 3.719847 -3.674512 -0.69 -0.09 0.02
H 7.065655 1.923577 -3.526382 -0.24 0.16 0.05
H 6.971855 5.052377 -1.828802 -0.27 -0.02 0.13
H 8.647655 4.525317 -1.670742 0.20 -0.17 -0.61
H 6.561675 4.438387 0.322598 -0.29 -0.82 1.32
H 7.952735 5.418137 0.341118 0.42 0.02 0.53
H 8.552675 2.545707 0.269328 -0.28 0.20 -0.33
H 8.148085 1.958737 2.314198 -0.52 -0.04 0.06
H 6.878415 3.278887 2.255658 -0.15 -0.40 -0.05
H 8.895215 4.835507 3.078268 -0.29 0.16 -0.74
H 9.690665 3.304467 3.323778 0.37 -0.06 -0.26
H 8.637015 4.981357 5.854858 0.12 0.30 -0.26
H 9.584505 3.506177 5.641828 0.20 -0.09 0.77
H 8.016995 3.568617 6.584538 -0.29 -0.71 -0.62
C 2.611295 4.382247 -0.769202 -0.80 -0.67 0.08
O 1.182205 4.212047 -0.638612 -0.08 0.30 -0.04
C 0.310045 4.931297 -1.510572 1.13 0.69 -0.33
C -1.114135 4.424397 -1.539502 -0.23 0.73 -0.49
N -1.831255 4.520007 -0.301892 -0.78 -0.98 1.55
C -3.216005 3.945177 -0.308582 1.33 -0.83 -0.12
C -3.854295 3.902417 1.074688 0.61 0.69 -0.56
O -3.121895 3.146497 2.010088 1.09 -1.51 -1.11
C -3.644255 3.216857 3.295578 -0.96 0.96 -0.09
H 2.975575 4.345917 -1.795892 -0.34 -0.32 -0.30
H 2.961355 3.508987 -0.218792 0.49 0.16 -0.16
H 3.054755 5.288347 -0.356362 -0.57 0.30 0.41
H 0.711145 4.879537 -2.522772 -0.02 -0.48 -0.41
H 0.361415 6.007307 -1.344252 -0.20 0.22 0.76
H -1.079035 3.439177 -2.004472 -0.38 -0.41 -0.05
H -1.683835 5.125717 -2.149162 0.33 -0.18 -0.92
H -1.356965 3.879007 0.317988 0.28 0.23 0.67
H -3.173265 2.901167 -0.618912 0.05 -0.37 -0.41
H -3.860685 4.430837 -1.041132 -0.05 0.33 0.25
H -4.825805 3.430077 0.929218 -0.47 0.48 0.23
H -3.825665 4.940847 1.404778 -0.82 0.25 0.37
H -3.537085 4.276657 3.526768 -0.01 0.01 1.19
H -3.236025 2.511077 4.018988 0.74 0.26 -0.37
H -4.712155 2.998627 3.303038 -0.41 -0.02 -0.16
```
Forces are in eV/Å.

SMILES string: COCCNCCOC.COCCNCCOC.COCCNCCOC.COCCNCCOC.COCCNCCOC.COCCNCCOC.COCCNCCOC.CC(C)O.CC(C)O.CC(C)O
orbital gap: 8.239 eV
lowest unoccupied orbital energy: 0.46 eV
calculated total energy: -3682.3262 hartree

Atom charges from the Löwdin analysis, given in e for atoms 1 to 99: -0.054, -0.519, -0.035, -0.029, 0.072, 0.062, 0.087, 0.119, 0.072, 0.076, 0.067, 0.089, -0.024, -0.455, -0.030, -0.100, 0.079, 0.073, 0.080, 0.137, 0.064, 0.054, 0.059, 0.113, -0.042, -0.491, -0.056, -0.044, 0.060, 0.069, 0.072, 0.127, 0.086, 0.054, 0.077, 0.033, -0.070, -0.229, -0.225, -0.183, -0.068, -0.150, -0.189, -0.192, -0.104, 0.084, 0.078, 0.082, 0.118, 0.117, 0.103, 0.112, 0.100, 0.113, 0.101, 0.107, 0.096, 0.073, 0.066, 0.087, -0.111, -0.181, -0.237, -0.143, -0.049, -0.226, -0.212, -0.189, -0.113, 0.087, 0.083, 0.084, 0.109, 0.116, 0.107, 0.096, 0.093, 0.094, 0.114, 0.111, 0.104, 0.077, 0.076, 0.079, -0.053, -0.222, -0.209, -0.238, -0.071, -0.167, -0.239, -0.196, -0.080, 0.085, 0.063, 0.063, 0.131, 0.100, 0.106